C28H51AsClN5O3PSr | ωB97M-V/def2-TZVPD

```
! wB97M-V def2-TZVPD RIJCOSX def2/J DEFGRID3
* xyz -1 1
Sr -0.2859 0.9441 -0.5155
N 1.6673 -0.5579 3.8187
C 1.7225 -2.0006 3.6110
C 0.8387 -2.5361 2.4778
C 1.1827 -1.8049 1.1801
O 2.2581 -2.0751 0.6235
O 0.3449 -0.9301 0.7993
H 2.0264 -0.0881 2.9930
H 0.6988 -0.2553 3.8860
H 1.4486 -2.4971 4.5470
H 2.7585 -2.2708 3.3953
H -0.2169 -2.3792 2.7080
H 1.0295 -3.6059 2.3621
N -0.2448 0.3302 -2.8764
P -0.8642 -0.7830 -3.7116
N -0.6783 -2.3367 -3.0845
C -1.5593 -3.4486 -3.3712
C -2.3481 -3.8285 -2.1125
C -1.4634 -3.6853 -0.8572
C 0.0052 -3.8141 -1.2348
C 0.4104 -2.6741 -2.1754
N -2.5084 -0.6141 -4.0665
C -3.1833 -1.0714 -5.2725
C -4.5726 -1.6000 -4.9333
C -5.4573 -0.4731 -4.3714
C -4.5993 0.6038 -3.6919
C -3.3682 -0.0148 -3.0478
N -0.3187 -1.0236 -5.3250
C 0.9349 -1.7744 -5.4524
C 1.4428 -1.6945 -6.8835
C 1.8369 -0.2524 -7.2431
C 0.9870 0.7485 -6.4500
C -0.3946 0.1675 -6.1771
H -0.9590 -4.3065 -3.7101
H -2.2274 -3.2021 -4.1929
H -2.7274 -4.8512 -2.2108
H -3.2175 -3.1681 -2.0259
H -1.7376 -4.4315 -0.1086
H -1.6240 -2.7104 -0.3983
H 0.1705 -4.7843 -1.7190
H 0.6581 -3.7870 -0.3609
H 1.3203 -2.9646 -2.7301
H 0.6667 -1.7933 -1.5851
H -2.5768 -1.8358 -5.7551
H -3.2850 -0.2568 -6.0081
H -4.4637 -2.3983 -4.1932
H -5.0293 -2.0466 -5.8201
H -6.1700 -0.8871 -3.6539
H -6.0479 -0.0235 -5.1742
H -5.1768 1.1388 -2.9360
H -4.2707 1.3452 -4.4258
H -3.6910 -0.7580 -2.3055
H -2.7934 0.7419 -2.5133
H 0.7503 -2.8100 -5.1645
H 1.7178 -1.3969 -4.7731
H 0.6475 -2.0455 -7.5470
H 2.2910 -2.3692 -7.0184
H 1.7067 -0.0925 -8.3170
H 2.8970 -0.0894 -7.0300
H 0.9078 1.7012 -6.9791
H 1.4499 0.9548 -5.4829
H -0.8837 -0.0803 -7.1307
H -1.0218 0.9081 -5.6761
C 2.1224 2.4856 -3.2305
As 2.8452 1.6026 -1.6970
C 2.9161 -0.2611 -2.0688
C 4.6243 2.2538 -1.3707
O 1.8967 1.9455 -0.3872
H 2.8168 2.5048 -4.0699
H 1.8338 3.4977 -2.9509
H 1.2323 1.8787 -3.4533
H 3.8036 -0.4931 -2.6583
H 1.9918 -0.4632 -2.6239
H 2.8878 -0.8191 -1.1252
H 5.2519 2.0430 -2.2373
H 5.0275 1.7515 -0.4937
H 4.5860 3.3263 -1.1927
Cl -3.4530 -0.4017 0.4674
C -2.6565 0.4608 1.7716
C -2.4276 -0.2166 2.9528
C -1.7718 0.4055 4.0029
C -1.3404 1.7225 3.8164
C -1.5758 2.3919 2.6389
C -2.2805 1.8108 1.5375
C -2.4701 2.4862 0.3139
H -2.7592 -1.2443 3.0351
H -1.5956 -0.1176 4.9336
H -0.8053 2.2275 4.6134
H -1.2343 3.4145 2.5189
H -2.3048 3.5593 0.3213
H -3.2528 2.1416 -0.3528
*
```

- max |F| (hartree/bohr) = 0.0128
- HOMO level (eV) = -3.41
- LUMO energy (eV) = 2.421
- gap between HOMO and LUMO (eV) = 5.832